No. 1
33
Properties=species:S:1:pos:R:3 method="wB97M-V/def2-TZVPD" largest_force_ha_per_bohr=0.376 de_lowest_kj_mol=982.5 e_homo_ev=-9.1 charge=0
C -5.863 -0.596 1.485
C -5.087 -1.180 0.158
H -5.273 -2.150 0.041
H -5.532 -0.679 -0.762
O -3.792 -1.232 0.089
C -3.332 0.022 -0.074
O -3.996 0.930 -0.349
C -1.791 0.077 -0.130
C -1.235 1.483 -0.057
H -1.479 1.940 0.921
H -1.538 2.232 -0.819
S 0.532 1.575 0.048
C 1.127 0.881 -1.686
C 1.225 -0.339 -1.637
O 0.334 -1.151 -2.277
N 2.249 -1.052 -0.995
C 3.461 -0.617 -0.506
N 3.754 0.724 -0.545
N 5.026 1.144 -0.050
C 5.435 0.080 0.706
C 6.676 0.066 1.270
H 6.424 -0.139 2.546
H 7.448 -0.496 0.984
H 7.051 1.134 1.520
S 4.541 -1.290 0.129
H 2.365 -2.010 -1.119
H 0.343 1.256 -2.242
H 2.101 1.709 -1.779
H -1.580 -0.551 0.994
H -1.365 -0.528 -0.809
H -6.975 -0.647 1.289
H -5.753 0.446 1.339
H -5.500 -1.041 2.315

---

No. 2
29
Properties=species:S:1:pos:R:3 method="wB97M-V/def2-TZVPD" largest_force_ha_per_bohr=0.086 smiles=Nc1nc2c(s1)CCN1CCCC[C@H]21 de_lowest_kj_mol=221.8 e_homo_ev=-7.9 charge=0
C -2.850 1.998 0.284
C -1.073 0.697 -0.065
C 0.383 0.398 -0.336
C 1.107 0.505 1.086
C 2.565 0.451 0.975
C 3.014 -0.276 -0.285
C 1.955 -1.317 -0.752
C -0.347 -1.891 -0.673
C -1.799 -1.559 -1.060
C -2.027 -0.226 -0.330
H -3.164 3.637 1.110
H -4.611 2.688 0.868
H 1.002 1.205 -0.793
H 0.692 -0.395 1.573
H 0.795 1.366 1.766
H 2.980 1.407 1.091
H 2.934 -0.074 1.790
H 3.328 0.561 -1.128
H 3.948 -0.828 0.052
H 2.450 -2.114 -1.428
H 1.727 -1.855 0.267
H -0.350 -2.188 0.385
H 0.049 -2.878 -1.195
H -1.821 -1.543 -2.189
H -2.595 -2.305 -0.824
N -3.699 3.061 0.576
N -1.570 1.938 0.385
N 0.628 -0.828 -1.005
S -3.650 0.364 -0.143

---

No. 3
30
Properties=species:S:1:pos:R:3 method="wB97M-V/def2-TZVPD" largest_force_ha_per_bohr=0.079 de_lowest_kj_mol=103.9 e_homo_ev=-13.7 charge=+2
C 1.126 2.195 0.206
C 2.446 1.816 0.145
C 1.733 -0.491 -0.181
C 0.451 -0.065 -0.060
C 0.108 1.267 0.018
C 2.749 0.442 -0.053
C -2.432 1.087 -0.270
C -2.483 -0.305 -0.094
C 4.910 -1.451 -0.462
C -1.070 -2.118 1.634
N -1.236 1.717 -0.003
N -3.420 1.954 -0.519
N -3.578 -0.958 -0.763
S 4.468 0.166 0.125
S -0.972 -1.282 -0.100
H 0.874 3.186 0.309
H 3.271 2.527 0.241
H 1.907 -1.580 -0.280
H 4.310 -1.824 -1.400
H 4.901 -2.258 0.189
H 6.019 -1.382 -0.761
H -2.068 -2.621 1.271
H -1.106 -1.443 2.491
H -0.313 -2.863 1.724
H -1.254 2.699 0.394
H -3.205 2.851 -0.905
H -4.363 1.983 -0.113
H -4.089 -1.498 -0.129
H -3.364 -1.512 -1.528
H -4.323 -0.238 -1.127

---

No. 4
29
Properties=species:S:1:pos:R:3 method="wB97M-V/def2-TZVPD" largest_force_ha_per_bohr=0.086 smiles="C=C[C@@H]([NH2+]N=C(N)N)c1ccccc1" de_lowest_kj_mol=386.5 e_homo_ev=-12.4 charge=+1
C 4.170 -0.636 -0.021
C 3.233 -1.328 -0.746
C 3.811 0.223 1.035
C 1.921 -1.016 -0.608
C 2.479 0.541 1.127
C 1.518 -0.017 0.286
C -0.572 2.747 -0.573
C -0.142 1.483 -0.759
C -3.196 -0.667 0.284
C 0.018 0.465 0.332
N -2.068 -0.381 0.885
N -4.293 -0.109 0.887
N -3.356 -1.367 -0.974
N -0.833 -0.750 0.194
H 5.330 -0.725 -0.289
H 3.600 -2.216 -1.434
H 4.482 0.848 1.597
H 1.176 -1.620 -1.095
H 2.121 1.376 1.800
H -0.333 3.345 -1.382
H -0.749 3.029 0.391
H 0.153 1.176 -1.776
H -0.244 0.983 1.266
H -4.189 0.621 1.609
H -5.095 0.198 0.302
H -3.144 -2.393 -0.986
H -4.300 -1.373 -1.402
H -1.237 -1.044 -0.708
H -0.262 -1.394 0.760

---

No. 5
30
Properties=species:S:1:pos:R:3 method="wB97M-V/def2-TZVPD" largest_force_ha_per_bohr=0.090 de_lowest_kj_mol=360.0 e_homo_ev=-9.2 charge=0
C -0.896 -2.423 -0.131
C -3.968 0.943 -0.818
C -4.454 -0.298 -0.160
C -2.654 1.033 -0.493
C 2.725 -0.203 -0.500
C 2.358 -0.098 0.899
C 1.504 -0.749 -1.299
C 1.040 0.776 1.053
C 0.292 0.177 -1.241
C -1.059 -0.368 0.714
N -1.120 -3.453 -0.544
N -3.500 -0.894 0.530
N -2.403 -0.112 0.287
N -0.039 0.414 0.169
N -1.007 -0.580 2.112
H -4.567 1.694 -1.316
H -5.500 -0.533 0.144
H -1.816 1.552 -0.790
H 3.140 0.817 -1.031
H 3.567 -0.941 -0.559
H 2.257 -1.066 1.485
H 3.098 0.264 1.661
H 1.721 -0.935 -2.402
H 1.043 -1.663 -0.768
H 0.613 0.634 2.074
H 1.496 1.772 0.671
H 0.299 1.113 -1.857
H -0.578 -0.395 -1.783
H -0.219 -1.175 2.519
H -1.949 -0.812 2.372

---

No. 6
27
Properties=species:S:1:pos:R:3 method="wB97M-V/def2-TZVPD" largest_force_ha_per_bohr=0.070 smiles="Cc1ccccc1.CCC(N)=O" de_lowest_kj_mol=197.9 e_homo_ev=-9.0 charge=0
C 1.891 -1.830 1.316
C 1.116 -0.710 1.912
C 2.687 -1.303 0.043
O 3.743 -0.793 0.166
N 2.153 -1.377 -1.274
H 2.625 -2.374 1.897
H 1.213 -2.560 0.907
H 0.245 -0.488 1.040
H 2.702 -0.966 -2.017
H 1.204 -1.740 -1.467
H 1.969 0.019 2.042
H 0.504 -0.714 2.890
C 0.220 1.952 -1.204
C -1.820 2.033 0.298
C -1.000 1.244 -0.569
C -3.063 1.520 0.710
C -3.434 0.291 0.204
C -1.358 -0.064 -1.012
C -2.569 -0.525 -0.599
H -1.526 3.061 0.301
H -3.519 1.992 1.562
H 0.640 1.280 -2.036
H 1.041 2.391 -0.556
H -4.293 -0.242 0.661
H -0.703 -0.651 -1.714
H -2.972 -1.533 -0.798
H -0.163 2.859 -1.712

---

No. 7
30
Properties=species:S:1:pos:R:3 method="wB97M-V/def2-TZVPD" largest_force_ha_per_bohr=0.081 de_lowest_kj_mol=693.2 e_homo_ev="-7.3 / -8.3" charge=0
C 1.858 0.086 -0.831
C 2.864 -0.694 -0.614
C 1.599 1.275 0.125
C -1.883 0.562 -0.050
C -0.574 0.377 0.368
C 1.093 0.273 -2.152
C 4.086 -1.319 -0.116
C -0.226 2.724 0.883
C -3.991 -0.428 -0.388
C -0.647 -2.013 0.422
N 0.303 1.506 0.224
O 2.521 1.945 0.505
O -2.354 1.556 -0.603
O -2.789 -0.458 0.326
O 0.004 -0.840 0.794
H 0.058 0.598 -1.913
H 1.031 -0.662 -2.693
H 1.349 1.197 -2.741
H 3.952 -2.309 0.503
H 4.790 -0.732 0.512
H 4.620 -1.656 -1.044
H -1.246 2.631 0.778
H 0.185 2.508 1.883
H 0.238 3.605 0.412
H -4.812 -0.395 0.303
H -3.995 -1.270 -1.029
H -4.113 0.538 -1.159
H -1.704 -2.059 0.750
H -0.140 -2.818 1.010
H -0.699 -2.266 -0.612

---

No. 8
31
Properties=species:S:1:pos:R:3 method="wB97M-V/def2-TZVPD" largest_force_ha_per_bohr=0.207 multiplicity=3 e_homo_ev="-22.0 / -22.1" charge=+3 s2=2.30
O -2.929 1.096 -0.301
C -1.894 0.603 -0.169
V -0.057 -0.062 -0.002
O 0.972 2.746 0.751
C 0.570 1.676 0.492
C -0.039 -0.591 -1.845
O -0.002 -0.860 -2.977
C 1.792 -0.735 0.218
O 2.919 -1.055 0.275
C -2.214 -4.093 0.622
C -2.252 -2.966 1.652
P -0.918 -1.725 1.476
C -1.501 -0.506 2.738
C -1.828 -1.032 4.132
C 0.534 -2.765 1.971
C 0.398 -3.764 3.112
H -2.305 -3.702 -0.398
H -3.046 -4.792 0.788
H -1.287 -4.676 0.682
H -3.213 -2.440 1.597
H -2.193 -3.393 2.666
H -0.769 0.312 2.793
H -2.420 -0.078 2.302
H -0.956 -1.463 4.635
H -2.183 -0.192 4.742
H -2.635 -1.772 4.111
H 0.773 -3.317 1.042
H 1.380 -2.095 2.164
H -0.340 -4.546 2.907
H 1.363 -4.275 3.239
H 0.156 -3.286 4.068